# 1
Below is a molecular structure, C56H47FeN9O5S3 in a non-equilibrium geometry, with properties calculated with wB97M-V/def2-TZVPD.

The geometry in XYZ format:
```
121
Properties=species:S:1:pos:R:3:mulliken_charge:R:1
Fe 0.161 0.262 0.268 0.30
C 1.947 0.160 -3.568 -1.85
C 1.812 -0.280 -2.139 0.33
N 1.406 0.567 -1.241 1.59
N 1.378 1.873 -1.607 -1.17
C 0.820 2.623 -0.656 0.04
O 0.417 2.167 0.446 -0.56
C 0.684 4.079 -0.923 0.44
C 1.102 4.635 -2.132 -0.11
C 0.935 5.992 -2.370 -0.78
C 0.349 6.803 -1.406 -0.40
C -0.077 6.250 -0.205 -0.85
C 0.091 4.893 0.036 -0.37
C 2.148 -1.676 -1.792 0.99
C 2.510 -2.583 -2.797 -0.95
C 2.791 -3.896 -2.466 -0.67
C 2.706 -4.295 -1.146 -1.00
C 2.393 -3.320 -0.208 -0.23
N 2.134 -2.058 -0.515 0.21
H 1.642 1.199 -3.645 0.28
H 2.978 0.075 -3.930 0.37
H 1.311 -0.451 -4.214 0.34
H 1.562 3.987 -2.868 0.46
H 1.262 6.420 -3.311 0.42
H 0.229 7.865 -1.587 0.39
H -0.544 6.876 0.545 0.42
H -0.231 4.442 0.967 0.51
H 2.570 -2.252 -3.827 0.46
H 3.086 -4.606 -3.230 0.42
H 2.898 -5.317 -0.844 0.46
H 2.358 -3.559 0.854 0.52
C 3.988 0.367 0.953 -1.14
C 2.901 0.472 1.966 0.10
N 1.618 0.270 1.770 0.43
C 0.992 0.500 2.970 -0.65
C 1.914 0.827 3.918 0.36
N 3.115 0.809 3.262 -0.12
C 1.848 1.176 5.352 0.51
O 0.654 1.164 5.901 -0.60
O 2.862 1.444 5.959 -0.66
C -0.496 0.443 3.014 0.72
O -1.092 0.572 4.106 -0.96
O -1.040 0.242 1.893 0.41
H 3.585 0.620 -0.024 0.11
H 4.370 -0.654 0.908 0.20
H 4.809 1.039 1.203 0.45
H 3.985 1.031 3.717 0.25
H -0.067 0.905 5.232 0.42
N -1.191 0.752 -1.031 0.06
S -2.467 0.578 -1.660 0.73
N -3.086 -0.936 -2.055 0.14
S -3.797 -1.812 -0.986 0.89
N -3.165 -1.963 0.410 -0.04
S -1.519 -2.394 0.563 0.98
N -0.504 -1.554 -0.024 0.35
C -1.595 -2.796 2.315 0.48
C -0.720 -3.763 2.789 -0.45
C -0.774 -4.128 4.125 -0.87
C -1.686 -3.517 4.975 -0.75
C -2.536 -2.529 4.496 -0.87
C -2.500 -2.166 3.159 -0.32
C -1.432 -4.015 -0.222 -0.03
C -0.699 -4.072 -1.397 -0.24
C -0.623 -5.267 -2.096 -0.81
C -1.270 -6.398 -1.615 -0.79
C -1.983 -6.336 -0.426 -0.91
C -2.074 -5.141 0.274 -0.29
C -4.090 -3.335 -1.836 0.68
C -3.795 -3.465 -3.182 -0.09
C -4.154 -4.635 -3.836 -0.78
C -4.808 -5.646 -3.150 -0.63
C -5.110 -5.493 -1.803 -0.87
C -4.756 -4.332 -1.140 -0.73
C -5.456 -1.285 -0.676 0.46
C -6.233 -1.010 -1.795 -0.94
C -7.559 -0.656 -1.626 -0.75
C -8.100 -0.592 -0.347 -0.65
C -7.316 -0.886 0.757 -0.82
C -5.985 -1.246 0.599 0.13
C -3.785 1.431 -0.774 0.47
C -3.584 1.547 0.595 0.25
C -4.550 2.184 1.362 -0.77
C -5.686 2.711 0.761 -0.84
C -5.859 2.610 -0.615 -0.80
C -4.906 1.970 -1.393 -0.28
C -2.542 1.317 -3.286 0.14
C -3.352 0.823 -4.303 0.00
C -3.397 1.490 -5.521 -0.79
C -2.640 2.640 -5.708 -0.66
C -1.831 3.118 -4.685 -0.72
C -1.779 2.458 -3.467 -0.33
H -0.006 -4.225 2.116 0.46
H -0.103 -4.891 4.500 0.45
H -1.728 -3.805 6.018 0.40
H -3.223 -2.028 5.165 0.46
H -3.139 -1.387 2.770 0.50
H -0.196 -3.170 -1.726 0.36
H -0.050 -5.313 -3.014 0.53
H -1.220 -7.327 -2.169 0.43
H -2.478 -7.221 -0.043 0.48
H -2.639 -5.087 1.197 0.58
H -3.272 -2.660 -3.684 0.43
H -3.916 -4.756 -4.886 0.48
H -5.085 -6.558 -3.665 0.42
H -5.619 -6.284 -1.267 0.47
H -4.987 -4.188 -0.089 0.51
H -5.786 -1.080 -2.780 0.28
H -8.169 -0.426 -2.491 0.46
H -9.137 -0.308 -0.214 0.40
H -7.742 -0.830 1.751 0.50
H -5.344 -1.471 1.443 0.39
H -2.673 1.149 1.036 -0.31
H -4.401 2.268 2.433 0.59
H -6.435 3.210 1.364 0.42
H -6.744 3.026 -1.084 0.44
H -5.032 1.899 -2.467 0.48
H -3.920 -0.082 -4.141 0.18
H -4.025 1.114 -6.319 0.45
H -2.683 3.164 -6.654 0.39
H -1.237 4.012 -4.831 0.51
H -1.146 2.808 -2.660 0.08
```

Summary:
total energy: -149371.563 eV
multiplicity: 1
E_LUMO: -0.42 eV
energy relative to the best compared isomer or geometry (same formula, charge and spin): 0.0 kJ/mol
HOMO-LUMO gap: 6.1152 eV

---

# 2
Below is 2 unconnected molecules or ions with the total composition C5H11O2 in a non-equilibrium geometry, with properties calculated with wB97M-V/def2-TZVPD.

The geometry in XYZ format:
```
18
Properties=species:S:1:pos:R:3:mulliken_charge:R:1
C -1.775 -0.608 2.477 -0.96
C -0.208 -0.074 2.337 0.57
O 0.667 -0.953 2.460 -0.69
O 0.203 1.134 2.272 -0.75
H -1.831 -0.845 3.532 0.29
H -2.186 -1.216 1.694 0.26
H -2.419 0.258 2.494 0.31
C 0.701 0.722 -1.104 0.00
C 0.333 -0.764 -0.901 -1.03
C 0.986 0.916 -2.577 -1.58
H 1.632 0.877 -0.566 0.20
H -0.065 1.337 -0.724 0.37
H 1.049 -1.319 -0.236 0.27
H -0.641 -1.016 -0.462 0.13
H 1.164 1.922 -2.789 0.42
H 0.444 -1.324 -1.825 0.41
H 0.138 0.610 -3.150 0.41
H 1.807 0.345 -2.933 0.39
```

Summary:
total energy: -9458.733 eV
multiplicity: 1
E_LUMO: 3.80 eV
energy relative to the best compared isomer or geometry (same formula, charge and spin): 125.1 kJ/mol
HOMO-LUMO gap: 7.1653 eV
net charge: -1

---

# 3
Below is a single CH3OP molecule in a non-equilibrium geometry, with properties calculated with wB97M-V/def2-TZVPD.

The geometry in XYZ format:
```
6
Properties=species:S:1:pos:R:3:mulliken_charge:R:1
C 0.104 -0.273 -0.409 -0.30
O -1.000 -1.184 0.145 -0.32
P -1.522 0.366 -0.105 0.08
H 0.910 -0.268 0.172 0.32
H 0.313 -0.459 -1.505 0.21
H -1.081 0.671 1.143 0.01
```

Summary:
total energy: -12419.866 eV
SMILES: C1OP1
multiplicity: 1
E_LUMO: 0.89 eV
energy relative to the best compared isomer or geometry (same formula, charge and spin): 143.7 kJ/mol
HOMO-LUMO gap: 10.7841 eV

---

# 4
Below is 2 unconnected molecules or ions with the total composition C3H5Cl5OSi in a non-equilibrium geometry, with properties calculated with wB97M-V/def2-TZVPD.

The geometry in XYZ format:
```
15
Properties=species:S:1:pos:R:3:mulliken_charge:R:1
C -0.399 -0.537 -0.653 -1.17
C -0.490 0.576 0.517 -0.28
C 3.417 1.956 -0.312 0.03
O -0.014 1.855 0.173 -0.16
Si 0.907 2.677 -0.850 0.71
Cl 4.277 1.199 -1.684 -0.16
Cl 3.325 0.867 1.083 -0.16
Cl 4.269 3.350 0.198 -0.13
Cl 0.645 2.555 -2.763 -0.17
Cl 0.933 4.555 -0.127 -0.19
H -1.092 -1.468 -0.435 0.30
H -0.684 -0.092 -1.523 0.38
H 0.529 -0.889 -0.740 0.36
H -0.129 0.148 1.431 0.30
H -1.509 0.624 0.660 0.34
```

Summary:
total energy: -75730.775 eV
multiplicity: 1
E_LUMO: -0.10 eV
HOMO-LUMO gap: 8.7455 eV

---

# 5
Below is a molecular structure, C2H3BrN2S in a non-equilibrium geometry, with properties calculated with wB97M-V/def2-TZVPD.

The geometry in XYZ format:
```
9
Properties=species:S:1:pos:R:3:mulliken_charge:R:1
C -0.319 0.493 -1.181 -0.16
C 0.129 -0.239 0.040 0.01
N -1.399 1.173 -1.133 -0.36
N -0.695 0.495 1.247 -0.44
S -1.976 1.270 0.376 0.11
Br -0.136 -2.272 0.037 -0.16
H 0.257 0.444 -2.108 0.38
H 1.176 0.079 0.372 0.31
H -0.871 -0.256 1.878 0.31
```

Summary:
total energy: -85978.616 eV
multiplicity: 1
E_LUMO: -0.06 eV
energy relative to the best compared isomer or geometry (same formula, charge and spin): 132.5 kJ/mol
HOMO-LUMO gap: 8.2907 eV

---

# 6
Below is a single C4H8O2 molecule in a non-equilibrium geometry, with properties calculated with wB97M-V/def2-TZVPD.

The geometry in XYZ format:
```
14
Properties=species:S:1:pos:R:3:mulliken_charge:R:1
C 1.778 0.666 -1.331 -0.70
O 0.537 0.147 -0.933 -0.29
C 0.234 0.304 0.432 -0.57
C -1.291 0.112 0.506 0.11
C -1.676 -1.203 0.991 -0.37
O -1.881 -0.054 1.795 -0.44
H 1.874 1.723 -1.045 0.30
H 2.636 0.112 -0.913 0.27
H 1.817 0.590 -2.420 0.25
H 0.465 1.299 0.826 0.32
H 0.912 -0.383 1.007 0.30
H -1.861 0.708 -0.205 0.35
H -0.706 -1.642 1.140 0.18
H -2.550 -1.831 0.799 0.29
```

Summary:
total energy: -8370.182 eV
SMILES: COC[C@H]1CO1
multiplicity: 1
E_LUMO: 1.06 eV
energy relative to the best compared isomer or geometry (same formula, charge and spin): 299.0 kJ/mol
HOMO-LUMO gap: 11.1798 eV

---

# 7
Below is a single C26H31N3O4 molecule, with properties calculated with wB97M-V/def2-TZVPD.

The geometry in XYZ format:
```
64
Properties=species:S:1:pos:R:3:mulliken_charge:R:1
C 3.566 3.358 3.762 -1.09
C 4.498 2.799 2.689 -0.97
N 3.856 1.757 1.897 0.61
C 4.435 0.442 2.097 -0.56
C 4.131 -0.102 3.488 -1.30
C 3.674 2.118 0.505 -1.13
C 2.559 3.157 0.342 -0.78
C 1.241 2.712 0.984 -1.37
N 0.419 1.900 0.119 0.41
C -0.654 2.405 -0.532 0.20
O -1.008 3.564 -0.516 -0.69
C -1.327 1.245 -1.264 0.76
O -2.304 1.345 -1.974 -0.67
C -0.535 0.069 -0.944 -1.00
C -0.614 -1.170 -1.492 1.61
O 0.382 -2.048 -1.225 -0.53
C -1.686 -1.616 -2.380 0.02
C -1.369 -2.358 -3.520 -0.59
C -2.345 -2.795 -4.398 -1.48
C -3.662 -2.483 -4.104 0.07
C -3.995 -1.761 -2.954 1.16
C -3.024 -1.326 -2.088 -0.69
C -5.483 -1.591 -2.929 -1.01
C -5.925 -2.363 -4.193 0.48
C -6.808 -3.564 -3.878 -1.46
O -4.729 -2.822 -4.849 -0.50
C 0.572 0.470 0.006 -0.10
C 0.392 -0.233 1.333 0.46
C 1.168 -1.330 1.678 0.07
C 0.938 -1.947 2.897 -0.76
N 0.018 -1.545 3.756 -0.62
C -0.725 -0.503 3.424 -0.58
C -0.585 0.185 2.230 -0.35
H 2.708 3.845 3.309 0.19
H 3.207 2.560 4.405 0.24
H 4.098 4.086 4.371 0.45
H 4.823 3.619 2.037 0.43
H 5.398 2.400 3.171 0.51
H 5.529 0.445 1.935 0.34
H 3.995 -0.234 1.360 0.38
H 4.616 0.490 4.259 0.38
H 3.058 -0.093 3.664 0.20
H 4.488 -1.126 3.568 0.43
H 4.601 2.517 0.053 0.39
H 3.408 1.217 -0.050 0.49
H 2.870 4.090 0.811 0.45
H 2.401 3.357 -0.719 0.45
H 0.640 3.594 1.222 0.38
H 1.465 2.156 1.899 0.66
H 0.200 -2.892 -1.663 0.43
H -0.332 -2.560 -3.757 0.51
H -2.095 -3.348 -5.288 0.43
H -3.282 -0.783 -1.195 0.50
H -5.926 -2.018 -2.028 0.31
H -5.755 -0.537 -2.975 0.28
H -6.438 -1.708 -4.907 0.29
H -7.019 -4.118 -4.788 0.37
H -7.745 -3.230 -3.441 0.39
H -6.302 -4.225 -3.178 0.34
H 1.553 0.207 -0.408 0.33
H 1.929 -1.699 1.008 0.50
H 1.522 -2.804 3.206 0.43
H -1.467 -0.207 4.153 0.42
H -1.218 1.030 2.002 0.45
```

Summary:
total energy: -40125.534 eV
SMILES: CCN(CC)CCCN1C(=O)C(=O)/C(=C(/O)c2ccc3c(c2)C[C@H](C)O3)[C@@H]1c1ccncc1
multiplicity: 1
E_LUMO: -0.25 eV
energy relative to the best compared isomer or geometry (same formula, charge and spin): 249.4 kJ/mol
HOMO-LUMO gap: 8.1904 eV

---

# 8
Below is a single C6H10 molecule in a non-equilibrium geometry, with properties calculated with wB97M-V/def2-TZVPD.

The geometry in XYZ format:
```
16
Properties=species:S:1:pos:R:3:mulliken_charge:R:1
C -2.152 -1.038 -0.053 -0.96
C -0.835 -0.869 -0.041 -0.11
C -0.097 0.369 0.024 1.22
C -0.867 1.656 0.067 -1.44
C 1.244 0.358 -0.129 -0.42
C 2.231 -0.748 0.055 -1.12
H -2.592 -2.021 -0.017 0.26
H -2.841 -0.210 -0.021 0.27
H -0.139 -1.718 -0.190 0.09
H -1.418 1.727 1.005 0.36
H -0.195 2.508 -0.012 0.33
H -1.586 1.716 -0.749 0.35
H 1.730 1.324 -0.236 0.26
H 2.903 -0.781 -0.805 0.30
H 2.850 -0.555 0.933 0.28
H 1.763 -1.720 0.168 0.34
```

Summary:
total energy: -6382.979 eV
SMILES: C=C/C(C)=C\C
multiplicity: 1
E_LUMO: 1.10 eV
energy relative to the best compared isomer or geometry (same formula, charge and spin): 85.0 kJ/mol
HOMO-LUMO gap: 9.4945 eV